Entry from the OMol25 dataset: a single C2H2BrN molecule (ωB97M-V/def2-TZVPD).

XYZ file:
```
6
Properties=species:S:1:pos:R:3:forces:R:3
C -0.712504 0.318665 0.205529 -3.73 -0.81 4.14
C 0.505051 -0.585745 0.282556 -0.24 0.01 -0.08
H -1.781997 -0.053243 0.465215 1.95 0.39 -0.75
Br 2.242038 -0.229125 -0.300825 0.54 0.08 0.36
N -0.234999 1.365527 -0.048295 0.83 3.25 -1.25
H -0.017588 -0.816080 -0.604182 0.64 -2.92 -2.42
```
Positions in Å, forces in eV/Å.

For the LUMO energy (alpha / beta), the calculation gives -0.790 / -1.311 eV. As for the orbital gap (alpha / beta): 8.4 / 7.8 eV. The value obtained for the maximum force is 5.63 eV/Å. The calculation puts the relative energy (zero: lowest compared OMol25 entry of this formula, charge and spin) at 120.5 kcal/mol. As for the total charge: 0. For the HOMO energy (alpha / beta), the calculation gives -9.229 / -9.086 eV.

=====

Entry from the OMol25 dataset: a single C2H2BrN3 molecule (ωB97M-V/def2-TZVPD).

XYZ file:
```
8
Properties=species:S:1:pos:R:3:forces:R:3
N -0.209820 0.980907 0.009107 3.70 0.40 0.41
H 1.606572 -1.628075 -0.120113 0.15 -2.21 -0.07
N -2.472386 1.828469 -0.045309 0.53 0.04 0.37
N 1.407114 -0.690830 -0.044335 -3.29 1.42 0.08
Br -1.196392 -1.632990 -0.005341 0.35 0.20 0.09
C -1.386616 1.433531 0.057219 -4.27 1.26 -0.52
C 0.123841 -0.213270 0.033279 1.00 -2.81 -0.64
H 2.127689 -0.077739 0.115492 1.84 1.71 0.29
```
Positions in Å, forces in eV/Å.

For the LUMO energy, the calculation gives 0.371 eV. As for the orbital gap: 10.5 eV. Its SMILES is N#C/N=C(/N)Br. The value obtained for the maximum force is 4.48 eV/Å. The calculation puts the relative energy (zero: lowest compared OMol25 entry of this formula, charge and spin) at 3.6 kcal/mol. As for the total charge: 0. For the HOMO energy, the calculation gives -10.107 eV.